19
Properties=species:S:1:pos:R:3:forces:R:3 method="wB97M-V/def2-TZVPD" total_charge=+1 e_homo_ev=-13.90 relative_energy_kcal_mol=69.3 gap_ev=9.03 max_force_ev_per_a=5.6 e_lumo_ha=-0.1788
C -0.65108 2.76168 -0.94534 -0.26 -0.11 1.32
C -1.50714 1.55845 -0.46083 0.10 -0.90 0.52
C -0.60403 0.48302 -0.00177 2.52 -1.80 -0.09
C -0.79972 -0.48287 0.90855 2.56 -0.89 -1.45
N 0.09460 -1.78163 1.00497 -3.53 2.97 2.64
C -0.04552 -2.64134 1.94858 3.22 -3.40 -3.02
H 0.41351 2.54134 -0.76637 -0.33 0.17 -0.06
H -0.91311 3.58739 -0.23950 0.28 -0.09 -1.34
H -0.75522 2.91261 -2.02398 -0.31 0.57 0.47
H -1.93907 0.99430 -1.34435 -0.41 1.04 0.97
H -2.21304 1.74269 0.41509 0.31 0.13 -1.72
H 0.38964 0.47400 -0.51862 -1.00 -0.47 -0.11
H -1.43688 -0.30635 1.69332 -1.78 -0.64 1.76
H 0.68388 -1.87988 0.23209 1.47 -0.62 -1.52
H -0.67116 -2.56847 2.76341 -1.50 0.88 1.49
H 0.50976 -3.73517 1.87858 -1.17 3.21 0.00
H 3.70971 -1.64168 -1.17119 -3.51 0.44 -0.15
H 3.01689 -0.69897 -1.98268 0.24 2.82 -2.67
O 2.71797 -1.31912 -1.38996 3.09 -3.29 2.98



19
Properties=species:S:1:pos:R:3:forces:R:3 method="wB97M-V/def2-TZVPD" total_charge=-1 e_homo_ev=-2.59 relative_energy_kcal_mol=15.8 gap_ev=6.59 max_force_ev_per_a=1.6 e_lumo_ha=0.1469
C 1.37180 0.37219 0.93521 1.26 -1.06 -0.08
C -0.10697 0.57252 0.66660 -0.10 -0.53 -0.72
C -0.36718 1.97763 0.14898 0.47 0.68 0.76
N -0.64140 -0.44101 -0.27277 0.64 -0.38 0.91
C -0.08825 -0.50597 -1.68804 0.05 0.72 0.09
O -0.67275 0.28480 -2.56621 -0.11 0.20 -0.08
H 1.69671 0.51013 1.96253 -0.37 0.59 0.37
H 1.68709 -0.66501 0.77217 -0.38 -0.06 -0.22
H 2.06116 0.94201 0.31158 -0.28 0.30 -0.16
H -0.60591 0.30629 1.60097 -0.25 0.62 0.19
H 0.11228 2.74810 0.77266 -0.05 -0.16 0.23
H 0.10189 2.08200 -0.82712 -0.40 -0.18 -0.27
H -1.42506 2.22008 0.12345 -0.16 -0.07 -0.35
H -1.64729 -0.32421 -0.29395 -0.08 0.09 -0.45
H 1.00802 -0.30712 -1.51063 -0.08 -0.07 -0.07
H -0.14802 -1.57778 -1.92432 -0.03 -0.51 -0.10
H -1.41227 -3.22108 0.55399 -0.02 0.19 -0.13
H -0.41150 -2.00486 0.46645 -0.52 -0.42 -0.25
O -0.51234 -2.96870 0.76847 0.43 0.07 0.34



17
Properties=species:S:1:pos:R:3:forces:R:3 method="wB97M-V/def2-TZVPD" total_charge=0 smiles="[H]/N=C(/N)[C@@H](C)C=C" e_homo_ev=-9.48 relative_energy_kcal_mol=22.9 gap_ev=10.54 max_force_ev_per_a=4.6 e_lumo_ha=0.0387
H 0.24176 -2.31247 0.29440 -0.19 0.30 0.04
N 1.12842 -1.82287 0.23858 0.20 -0.42 0.07
C 1.05757 -0.58014 0.12396 3.52 2.70 -1.20
N 2.31304 0.21398 -0.14443 -1.50 -2.03 0.24
C -0.02957 0.41794 -0.04578 -3.56 -2.00 1.02
C -0.16961 0.91148 -1.48398 0.22 0.17 0.20
C -1.37618 -0.35339 0.37665 1.36 1.39 -0.50
C -1.97077 -0.19992 1.54510 -0.09 0.03 0.03
H 2.44812 1.03520 0.42622 -0.09 -0.12 0.07
H 3.12619 -0.38211 -0.20687 0.05 0.05 0.30
H 0.09938 1.23880 0.66318 0.10 0.02 -0.09
H 0.69916 1.50370 -1.76071 -0.01 -0.01 -0.10
H -1.06585 1.52203 -1.57909 -0.04 0.02 -0.01
H -0.24705 0.06998 -2.16976 0.00 -0.06 -0.04
H -1.79283 -1.01125 -0.37807 -0.02 0.00 -0.07
H -1.56148 0.44195 2.31241 0.07 0.14 0.03
H -2.90028 -0.69291 1.78820 -0.03 -0.18 0.00



19
Properties=species:S:1:pos:R:3:forces:R:3 method="wB97M-V/def2-TZVPD" total_charge=+2 e_homo_ev="-18.37 / -18.33" relative_energy_kcal_mol=39.6 multiplicity=2 gap_ev="9.44 / 5.29" max_force_ev_per_a=2.3 e_lumo_ha="-0.3280 / -0.4791"
C -2.37194 0.64304 -1.68480 -0.07 0.21 0.05
C -1.69367 -0.37804 -0.84731 0.82 0.17 0.30
C -1.17715 -0.11865 0.35860 -0.24 -0.30 -0.96
N -0.45401 -1.19353 1.09677 -0.43 0.53 0.33
H -2.21374 1.64987 -1.29241 -0.14 -0.08 0.00
H -2.00303 0.60817 -2.71113 -0.05 -0.09 0.03
H -3.45031 0.45063 -1.71822 0.12 -0.04 -0.03
H -1.49017 -1.35376 -1.29051 -0.45 -0.08 0.09
H -1.19577 0.84967 0.83484 -0.18 -0.13 0.39
H -0.58966 -2.11260 0.67440 -0.11 -0.14 -0.04
H 0.53543 -0.97817 1.09403 0.21 -0.43 0.15
H -0.74578 -1.23330 2.08032 -0.14 -0.19 -0.06
C 1.58532 1.02411 0.21037 -1.23 0.11 -0.73
C 2.59465 0.28744 0.79703 1.79 -1.00 0.79
O 3.16792 -0.78710 0.28373 -0.76 2.08 -0.72
H 1.22484 1.90475 0.73820 0.17 -0.04 -0.07
H 1.11993 0.78007 -0.74633 0.42 0.04 0.08
H 3.01771 0.61403 1.74692 0.17 0.36 -0.12
H 4.13942 -0.65663 0.37550 0.08 -0.99 0.53